Below is a structure of composition C12H17BN6OZr at a distorted geometry, with properties calculated with ωB97M-V with the def2-TZVPD basis set.

Results
Orbital gap (alpha / beta) ... 3.94 / 3.94 eV
Charge ... +2
Calculated total energy ... -942.4679 a.u.
HOMO level (alpha / beta) ... -15.30 / -15.30 eV
Energy above the lowest of the compared OMol25 structures with the same formula, charge and spin ... 234.9 kJ/mol
Molecular weight ... 363.34 g mol⁻¹

Structure (XYZ):
```
38
Properties=species:S:1:pos:R:3:forces:R:3:nbo_charge:R:1
H 2.3401 -2.3353 0.5092 -0.19 -0.08 -0.29 0.2139
N 0.7205 -1.2501 -0.3517 -0.48 1.32 -0.24 -0.3550
B -0.9836 -0.2363 -1.9521 -0.02 -0.24 0.93 0.5387
N 0.0231 -1.3662 -1.5430 0.79 0.51 1.54 -0.3089
C 0.4581 -2.4471 -2.1970 0.27 0.17 0.26 0.0943
Zr 0.6443 0.7646 1.1847 -5.72 1.65 -3.04 1.9821
H 0.0059 -2.7065 -3.1391 0.10 -0.15 -0.08 0.2591
C 1.4816 -3.0298 -1.4634 0.48 0.23 0.91 -0.3133
H 2.0682 -3.8857 -1.7063 0.10 -0.37 -0.22 0.2665
C 1.6331 -2.2404 -0.3070 -0.70 -0.82 -1.69 -0.0096
H -1.4628 -0.4444 -3.0197 -0.05 0.00 0.05 0.0092
C 0.0359 2.5480 2.3041 0.77 0.05 0.18 -1.1961
H 0.8448 2.5151 3.0851 -0.18 -0.02 -0.13 0.2469
H -0.9105 2.5762 2.8367 -0.13 0.03 0.02 0.2885
H 0.1788 3.5047 1.7619 -0.19 -0.44 0.18 0.2810
N -0.1858 1.1146 -1.9537 0.87 0.23 1.26 -0.2796
N -2.0354 -0.1682 -0.8014 0.54 0.25 0.37 -0.3303
N 0.4894 1.4813 -0.7713 -0.14 0.81 -2.15 -0.4625
N -1.6919 0.1710 0.4958 0.28 0.48 0.07 -0.3854
C 0.0368 2.0454 -2.8936 0.19 -0.54 1.18 0.1205
C -3.3551 -0.3997 -0.8815 0.33 0.24 1.00 0.0482
H -0.3729 1.9318 -3.8856 -0.06 0.04 0.05 0.2698
H -3.7974 -0.6939 -1.8158 -0.09 0.00 -0.07 0.2517
C 0.8492 3.0479 -2.3560 0.35 -0.04 0.83 -0.2945
C -3.9115 -0.1978 0.3782 0.48 0.14 0.11 -0.3152
C 1.1142 2.6750 -1.0395 -0.81 -0.28 -1.04 0.0220
C -2.8428 0.1863 1.2117 -0.16 -0.33 -0.90 0.0039
H 1.1985 3.9316 -2.8479 0.08 0.17 -0.15 0.2773
H -4.9454 -0.3193 0.6494 0.00 0.09 0.04 0.2655
H 1.6784 3.1819 -0.2645 0.01 0.09 -0.20 0.2442
H -2.8964 0.4916 2.2620 0.25 -0.27 -0.53 0.2384
H 2.2561 0.0123 0.7738 0.93 -1.83 1.15 -0.0133
C 2.2735 -1.9640 3.0997 0.99 0.78 -0.99 -0.7639
C 1.3119 -1.0260 2.4724 -3.48 -2.62 1.30 0.5954
O 0.0719 -0.9767 2.4885 4.97 0.69 -0.20 -0.4158
H 3.1727 -1.7947 2.5131 0.45 -0.27 0.30 0.2731
H 2.0089 -3.0219 3.0378 -0.62 0.16 -0.01 0.3236
H 2.4957 -1.6750 4.1261 -0.21 0.16 0.20 0.3295
```
Forces are in eV/Å.